DFT (wB97M-V/def2-TZVPD) results for a molecular structure, C45H60N10NiO2SbSi3.

XYZ file:
```
122
Properties=species:S:1:pos:R:3:forces:R:3:mulliken_charge:R:1
Ni -0.2364 0.0939 -0.1505 -0.72 -1.25 -1.91 1.95
C 1.8157 1.9976 4.1124 0.20 0.33 -0.16 -1.37
Sb 0.7237 2.1669 2.2112 0.06 -0.36 -0.33 -0.10
C 0.1092 0.1122 2.1886 0.04 0.45 0.66 0.34
C 1.0374 -0.8587 2.7120 -0.18 -0.12 0.02 0.19
C 2.4553 -0.7763 2.8032 0.00 -0.13 -0.16 0.20
C 3.1907 -1.8220 3.3056 -0.09 0.07 -0.04 -1.09
C 2.5507 -2.9819 3.7486 0.07 -0.04 0.06 -1.24
C 1.1671 -2.9808 3.6966 0.11 -0.03 -0.02 -0.51
N 0.4433 -1.9799 3.2234 0.02 0.00 -0.14 -0.12
Si -1.4772 -0.1462 3.1947 0.22 0.25 0.14 0.55
C -1.0819 0.0745 5.0543 -0.10 -0.08 -0.14 -1.42
C -2.7796 1.2250 2.9013 0.02 -0.09 0.01 -0.55
C -2.5767 -1.7017 3.1196 0.02 0.13 -0.15 -0.20
C 2.5585 2.5580 0.6031 -0.51 -0.12 0.49 2.83
C 2.9989 1.1934 0.1775 0.34 -0.42 -0.07 -2.97
C 4.3655 0.8744 0.0803 -0.06 0.17 -0.08 -0.75
C 4.7736 -0.4101 -0.2139 -0.05 0.00 -0.04 -1.22
C 3.8035 -1.3869 -0.3643 0.10 -0.05 0.06 -1.23
C 2.4793 -0.9958 -0.2915 0.12 0.05 0.02 -0.62
N 2.0689 0.2580 -0.1030 0.62 0.09 0.34 1.88
Si 2.2587 3.5262 -1.0317 0.14 0.22 -0.23 0.96
C 0.9325 2.9700 -2.2471 -0.15 -0.14 0.32 -0.88
C 3.8509 3.3521 -2.0623 0.07 0.00 0.30 -1.45
C 1.9700 5.3822 -0.7249 0.11 -0.17 0.07 -1.43
Si 3.7835 3.5488 1.6660 0.23 0.35 0.19 0.78
C 5.1550 4.5020 0.7381 -0.13 -0.08 -0.08 -1.40
C 4.8194 2.5857 2.9366 -0.30 -0.14 -0.13 -1.26
C 2.8403 4.9287 2.5647 -0.03 -0.16 -0.09 -1.23
H 1.0491 1.7530 4.8453 -0.14 -0.01 -0.10 0.34
H 2.2714 2.9475 4.3918 0.02 -0.12 0.08 0.61
H 2.5614 1.2088 4.1234 -0.14 0.07 0.12 0.16
H 2.9613 0.1235 2.4912 0.08 0.00 -0.20 0.32
H 4.2707 -1.7346 3.3613 0.01 0.00 -0.02 0.45
H 3.1041 -3.8221 4.1465 -0.04 -0.02 -0.01 0.38
H 0.6019 -3.8395 4.0579 0.03 0.03 0.03 0.43
H -0.9982 1.1366 5.3003 0.00 0.02 0.01 0.32
H -0.1548 -0.4234 5.3413 0.02 0.01 -0.01 0.27
H -1.8886 -0.3393 5.6679 -0.01 0.02 0.01 0.39
H -2.3530 2.2151 2.7196 -0.02 0.00 -0.01 0.45
H -3.4234 1.2968 3.7855 0.03 -0.04 0.04 0.63
H -3.4265 0.9723 2.0577 0.03 -0.01 0.10 -0.49
H -2.0105 -2.6123 2.9448 0.03 -0.03 -0.03 0.30
H -3.3462 -1.6128 2.3530 -0.05 0.03 -0.07 -0.84
H -3.0964 -1.8059 4.0783 0.02 0.06 0.02 0.75
H 5.1001 1.6578 0.2181 0.01 -0.04 0.00 0.35
H 5.8266 -0.6448 -0.3172 0.01 0.00 0.07 0.40
H 4.0633 -2.4257 -0.5207 -0.05 -0.01 -0.03 0.45
H 1.6890 -1.7293 -0.3864 0.00 0.03 0.02 0.14
H 0.4374 2.0614 -1.8871 -0.07 -0.12 -0.05 -0.23
H 1.3788 2.7184 -3.2119 0.09 0.05 0.04 0.43
H 0.1681 3.7331 -2.4145 0.04 0.05 0.03 0.40
H 3.9506 2.3237 -2.4168 -0.06 -0.01 -0.02 0.28
H 4.7554 3.5947 -1.5035 -0.07 -0.06 -0.16 0.29
H 3.8170 4.0041 -2.9387 -0.13 0.03 -0.01 0.41
H 1.0956 5.5726 -0.0976 -0.03 -0.03 0.00 0.32
H 1.7995 5.8753 -1.6847 -0.02 -0.06 -0.06 0.47
H 2.8283 5.8650 -0.2542 -0.10 0.02 -0.03 0.37
H 5.8757 3.8341 0.2593 0.02 0.02 0.04 0.38
H 5.7081 5.1135 1.4560 -0.05 -0.03 0.11 0.42
H 4.7636 5.1695 -0.0309 0.09 -0.02 0.05 0.35
H 5.4170 1.8031 2.4670 0.03 0.02 -0.02 0.33
H 4.2212 2.1161 3.7148 0.11 0.05 -0.06 0.42
H 5.5069 3.2846 3.4198 -0.01 0.08 -0.04 0.52
H 2.3513 5.5940 1.8512 0.06 -0.01 0.05 0.39
H 3.5245 5.5282 3.1705 0.07 -0.03 -0.02 0.38
H 2.0638 4.5408 3.2229 0.02 0.11 -0.02 0.24
C -4.1617 -3.9257 -0.2634 -0.02 0.09 0.21 -1.67
N -2.8750 -3.2756 -0.0934 -0.08 0.21 -0.14 1.25
C -2.5658 -1.9670 -0.1413 0.10 -0.13 -0.08 -0.45
N -1.2910 -1.7914 0.1225 -0.06 -0.09 0.16 0.27
C -0.8512 -3.0545 0.3533 -0.12 -0.02 0.01 -0.82
N -1.7788 -3.9827 0.2276 0.12 -0.19 0.11 -1.18
C -4.9733 -3.9032 1.0143 0.13 -0.22 -0.16 1.11
C -5.0870 -5.0410 1.8027 -0.11 0.20 0.06 -0.86
C -5.7745 -4.9794 3.0102 0.10 -0.25 -0.07 -0.66
C -6.3144 -3.7912 3.4559 -0.13 0.41 0.08 -1.00
C -6.1848 -2.6356 2.6821 0.38 -0.72 -0.55 0.14
C -5.5379 -2.7174 1.4472 -0.25 0.20 0.27 0.03
C -6.6039 -1.3492 3.1815 -0.38 0.83 0.60 0.57
N -7.1418 -1.0396 4.3212 0.13 -0.90 -0.25 -0.52
N -7.2260 0.3178 4.3729 0.01 0.95 -0.17 -0.60
C -6.7365 0.7774 3.2638 -0.25 -0.92 0.52 0.53
O -6.3403 -0.2371 2.4520 0.14 0.02 -0.11 -0.08
C -6.4872 2.1360 2.8471 0.30 0.78 -0.53 0.03
C -6.6382 3.2212 3.7131 -0.07 -0.43 0.08 -0.97
C -6.2544 4.4830 3.3054 0.05 0.25 -0.08 -0.66
C -5.7064 4.6932 2.0436 -0.08 -0.24 0.07 -0.85
C -5.5729 3.6231 1.1680 0.10 0.18 -0.15 0.95
C -4.9004 3.7765 -0.1779 -0.03 -0.08 0.21 -1.50
N -3.5435 3.2589 -0.1537 -0.12 -0.22 -0.12 1.26
C -3.1004 1.9917 -0.1124 0.09 0.17 -0.07 -0.99
N -1.7865 1.9593 -0.0727 -0.17 0.41 0.17 0.80
C -1.4639 3.2809 -0.0818 -0.33 -0.06 -0.08 -1.26
N -2.4932 4.0976 -0.1291 0.21 0.29 0.01 -1.22
C -5.9814 2.3642 1.5666 -0.22 -0.25 0.29 0.32
H -3.9552 -4.9513 -0.5601 0.00 0.02 -0.09 0.47
H -4.6920 -3.4175 -1.0701 0.00 -0.02 -0.01 0.33
H -3.2700 -1.1873 -0.3805 -0.02 -0.04 -0.05 0.15
H 0.1630 -3.2978 0.6216 0.03 0.06 0.03 0.54
H -4.6290 -5.9664 1.4778 0.01 -0.01 0.01 0.41
H -5.8603 -5.8702 3.6190 -0.02 0.02 0.01 0.39
H -6.8239 -3.7238 4.4078 0.04 -0.04 0.03 0.51
H -5.4540 -1.8214 0.8443 0.08 -0.01 -0.02 0.50
H -7.0324 3.0446 4.7050 0.03 0.04 0.02 0.52
H -6.3529 5.3196 3.9851 -0.02 -0.02 0.02 0.39
H -5.3700 5.6790 1.7490 0.01 0.01 0.00 0.43
H -4.8130 4.8240 -0.4546 -0.03 -0.01 -0.06 0.45
H -5.4621 3.2442 -0.9474 0.00 0.04 -0.02 0.35
H -3.7576 1.1389 -0.1305 -0.02 -0.01 -0.01 0.34
H -0.4575 3.6462 -0.0705 0.10 0.03 0.02 0.43
H -5.8963 1.5235 0.8903 0.10 0.02 -0.04 0.47
C -2.3663 0.3826 -2.9043 0.15 0.05 0.04 0.08
O -1.2388 -0.4307 -3.1194 -0.54 -0.61 -0.23 -0.37
C -0.2758 -0.4584 -2.1563 0.91 1.65 1.51 0.56
C 0.7494 -1.4231 -2.7095 -0.35 -0.08 0.01 -1.23
H -2.5296 0.9927 -3.7960 -0.03 0.00 -0.02 0.41
H -2.1937 1.0127 -2.0389 0.06 0.01 -0.08 -0.61
H -3.2458 -0.2504 -2.7442 -0.06 0.03 0.00 0.23
H 0.6097 -1.5656 -3.7863 0.04 -0.03 0.01 0.50
H 0.6218 -2.3983 -2.2173 0.10 -0.10 -0.04 0.13
H 1.7630 -1.0816 -2.5080 -0.04 -0.03 -0.09 0.09
```
Positions in Å, forces in eV/Å.

## Properties
Energy relative to the best compared isomer or geometry (same formula, charge and spin) in kJ/mol: 287.7
Total charge: -1
Frontier orbital gap (spin up / spin down) in Ha: 0.116 / 0.115
Highest occupied orbital energy (spin up / spin down) in eV: -1.586 / -1.578